The following is a DFT calculation (ωB97M-V/def2-TZVPD) of a cluster of 7 separate species, C44H92BrN5O9S in total in a non-equilibrium geometry.

The value obtained for the largest force on an atom is 8.3 eV/A. The orbital gap comes out at 6.5712 eV. Its total charge is 0. The calculation puts the HOMO energy at -8.22 eV. The SMILES is C[C@@H](O)CNCCOc1c(CC(=O)N(C)C)c(CCCCCN)c2nsnc2c1Br.CCOCC.CCOCC.CCOCC.CCOCC.CCOCC.CCOCC. Its LUMO energy is -1.65 eV.

The geometry in XYZ format:
```
152
Properties=species:S:1:pos:R:3:forces:R:3
C 6.659 -1.898 -1.342 0.35 -0.78 0.02
C 6.259 -1.341 0.155 0.10 -0.07 -1.30
O 7.536 -1.151 0.890 -0.62 0.76 -1.37
C 5.341 0.055 0.109 1.86 -0.56 0.44
N 4.224 -0.055 -0.905 0.35 1.36 0.81
C 3.106 0.971 -0.625 -0.16 -0.56 -1.11
C 2.079 0.826 -1.937 1.86 -1.77 0.46
O 1.226 2.015 -2.135 -3.10 -2.88 -1.16
C -0.089 1.538 -2.679 -2.05 -1.49 -3.10
C -1.507 1.624 -1.796 -1.08 -1.69 -2.45
C -1.388 2.314 -0.314 -0.98 0.10 -1.13
C -1.614 1.300 0.952 -1.11 -5.02 0.98
O -1.926 -0.006 0.878 2.03 8.03 -0.07
N -1.440 1.874 2.356 1.30 1.25 -2.79
C -0.114 1.357 2.896 0.38 -1.33 0.29
C -1.293 3.379 2.344 -0.21 2.15 0.08
C -2.955 1.040 -2.397 4.06 0.88 -0.31
C -4.286 1.112 -1.452 0.10 -0.14 0.35
C -5.721 0.971 -2.221 -0.43 -0.87 0.25
C -6.115 -0.651 -2.296 0.51 -0.18 -0.31
C -6.724 -1.241 -0.893 0.43 -1.29 -0.36
C -5.954 -2.666 -0.475 -0.29 -0.16 -0.34
N -6.682 -3.312 0.719 1.85 0.61 -0.12
C -2.896 0.426 -3.913 -0.31 -1.43 -3.22
N -4.019 -0.172 -4.726 3.34 1.28 0.84
S -3.548 -0.686 -6.332 3.47 2.69 5.06
N -1.836 -0.247 -6.269 -1.18 1.53 5.22
C -1.586 0.328 -4.891 -0.79 0.21 0.63
C -0.173 0.895 -4.212 -1.74 0.69 2.12
Br 1.444 0.768 -5.451 -2.00 0.26 1.75
H 6.903 -3.059 -1.272 -0.52 2.48 -0.09
H 7.666 -1.399 -1.738 -2.27 -0.80 0.85
H 5.814 -1.792 -2.145 1.56 -0.04 1.64
H 5.653 -2.180 0.711 1.30 1.74 -0.95
H 8.211 -0.662 0.314 -1.79 -1.05 0.96
H 4.986 0.226 1.214 0.34 -0.20 -2.28
H 6.119 0.914 -0.175 -1.63 -1.51 0.69
H 4.679 0.154 -1.831 -0.91 -0.13 1.26
H 3.589 2.036 -0.539 -1.34 -1.73 -0.04
H 2.535 0.620 0.334 1.25 0.95 -1.69
H 1.444 -0.178 -1.819 1.24 2.40 -0.11
H 2.811 0.615 -2.857 -1.83 0.85 1.71
H -0.367 2.916 -0.273 -2.14 -1.55 0.15
H -2.265 3.123 -0.257 1.92 -1.74 -0.04
H 0.537 2.243 3.346 -1.47 -2.08 -0.94
H 0.445 0.850 1.991 -0.69 0.93 2.09
H -0.380 0.536 3.699 0.95 1.69 -1.56
H -2.194 3.936 1.809 1.79 -1.38 1.18
H -1.250 3.830 3.447 -0.25 -1.36 -2.30
H -0.293 3.760 1.824 -1.94 -0.89 0.93
H -4.233 0.225 -0.662 0.12 1.82 -1.68
H -4.272 2.107 -0.794 0.22 -2.03 -1.63
H -6.562 1.446 -1.524 1.88 -0.72 -1.62
H -5.722 1.477 -3.300 0.03 -1.14 2.52
H -5.137 -1.277 -2.542 -1.96 1.45 0.40
H -6.865 -0.867 -3.181 1.50 0.57 1.82
H -7.855 -1.548 -1.061 2.31 0.91 0.67
H -6.579 -0.491 -0.008 -0.49 -1.33 -1.64
H -4.830 -2.503 -0.193 -1.93 0.02 -0.82
H -5.993 -3.448 -1.365 0.02 1.83 1.68
H -6.283 -2.799 1.557 -0.80 -1.09 -1.11
H -6.362 -4.311 0.796 -0.33 1.47 -0.01
C -5.408 2.064 5.684 -0.20 0.19 0.13
C -4.014 2.610 5.428 0.00 -0.06 -0.15
O -3.999 3.982 5.041 0.03 0.06 -0.09
C -4.533 4.912 5.980 0.20 0.11 -0.02
C -3.793 4.929 7.306 0.06 -0.23 0.18
H -6.051 2.228 4.814 0.11 -0.07 0.05
H -5.367 0.993 5.897 0.02 0.10 -0.04
H -5.883 2.559 6.536 0.05 -0.13 -0.02
H -3.567 2.050 4.599 0.01 0.30 0.02
H -3.364 2.453 6.295 -0.06 0.01 0.09
H -5.602 4.735 6.127 -0.06 -0.07 0.07
H -4.444 5.904 5.520 0.02 -0.30 -0.14
H -3.891 3.975 7.835 -0.01 0.18 0.02
H -4.187 5.717 7.958 0.06 -0.13 -0.14
H -2.723 5.104 7.150 -0.16 0.03 0.00
C 5.437 -4.743 -5.436 0.11 -0.32 -0.09
C 6.362 -4.059 -4.445 -0.13 -0.07 0.03
O 7.180 -4.963 -3.707 0.04 -0.02 0.08
C 8.075 -5.773 -4.464 0.09 0.09 0.17
C 9.092 -4.972 -5.259 0.02 0.23 -0.19
H 4.823 -5.496 -4.932 -0.02 0.20 -0.02
H 4.779 -4.012 -5.914 0.04 -0.05 0.08
H 5.998 -5.255 -6.223 -0.04 0.13 -0.02
H 5.751 -3.523 -3.709 0.23 -0.22 0.03
H 6.982 -3.304 -4.940 0.04 0.00 -0.08
H 7.518 -6.454 -5.112 -0.04 0.01 -0.11
H 8.613 -6.400 -3.743 -0.27 0.19 0.03
H 8.612 -4.362 -6.031 0.08 -0.14 0.03
H 9.807 -5.639 -5.753 -0.14 0.09 0.11
H 9.645 -4.289 -4.604 -0.06 -0.15 -0.04
C 4.047 3.176 6.339 0.22 0.16 -0.12
C 3.716 1.850 5.677 -0.08 0.03 -0.08
O 3.898 1.855 4.263 -0.13 0.03 -0.03
C 5.218 2.119 3.794 0.02 -0.19 -0.08
C 6.242 1.100 4.262 0.07 -0.13 0.23
H 3.478 3.989 5.878 0.00 -0.11 0.07
H 3.814 3.140 7.407 0.00 -0.02 -0.09
H 5.108 3.423 6.235 -0.09 -0.04 0.11
H 2.657 1.628 5.851 0.15 -0.03 -0.25
H 4.283 1.030 6.130 0.07 0.04 0.03
H 5.522 3.134 4.061 0.05 0.05 0.08
H 5.171 2.087 2.699 -0.23 0.03 0.22
H 6.368 1.123 5.349 0.06 0.05 -0.13
H 7.220 1.298 3.806 -0.21 -0.04 0.05
H 5.931 0.085 3.994 0.06 0.16 -0.06
C -1.353 4.897 12.123 0.22 0.16 -0.11
C -1.684 3.572 11.461 -0.10 0.06 -0.06
O -1.502 3.576 10.047 -0.04 0.01 -0.05
C -0.182 3.840 9.578 -0.08 -0.17 -0.09
C 0.842 2.822 10.046 0.08 -0.15 0.24
H -1.922 5.710 11.662 0.00 -0.12 0.08
H -1.586 4.862 13.191 0.00 -0.02 -0.11
H -0.292 5.145 12.019 -0.08 -0.04 0.10
H -2.743 3.349 11.636 0.17 -0.02 -0.26
H -1.117 2.752 11.914 0.07 0.03 0.03
H 0.122 4.856 9.845 0.06 0.05 0.09
H -0.229 3.808 8.483 -0.24 0.01 0.22
H 0.968 2.845 11.133 0.07 0.04 -0.14
H 1.820 3.020 9.590 -0.18 -0.01 0.06
H 0.531 1.806 9.778 0.03 0.16 -0.04
C -5.750 0.481 -8.686 -0.33 0.11 -0.08
C -4.849 0.451 -9.908 -0.03 -0.13 -0.01
O -5.418 -0.233 -11.022 0.02 -0.05 0.02
C -6.633 0.301 -11.541 0.13 -0.02 -0.17
C -6.501 1.724 -12.053 0.11 0.27 0.08
H -6.052 -0.532 -8.405 0.08 0.07 -0.01
H -5.234 0.945 -7.841 -0.09 -0.01 -0.15
H -6.665 1.051 -8.875 0.11 0.01 0.07
H -3.930 -0.088 -9.651 -0.14 -0.02 -0.26
H -4.544 1.461 -10.199 -0.05 0.05 0.04
H -7.433 0.221 -10.800 -0.04 0.07 0.08
H -6.923 -0.344 -12.380 0.23 -0.04 0.25
H -6.261 2.423 -11.245 -0.12 -0.05 -0.10
H -7.436 2.056 -12.518 0.16 -0.09 0.09
H -5.696 1.797 -12.793 -0.14 -0.07 0.06
C 0.509 -4.737 -3.187 0.05 -0.04 0.28
C 1.226 -5.664 -4.153 0.08 0.11 -0.03
O 2.546 -6.010 -3.742 0.04 0.01 -0.02
C 2.663 -6.699 -2.500 0.13 -0.12 -0.11
C 1.944 -8.036 -2.478 -0.27 -0.12 -0.08
H 1.105 -3.838 -3.003 -0.07 -0.07 -0.09
H -0.464 -4.441 -3.590 0.10 -0.02 0.01
H 0.340 -5.218 -2.219 -0.08 0.04 -0.10
H 1.327 -5.153 -5.118 0.21 -0.16 0.15
H 0.638 -6.568 -4.342 -0.05 -0.02 0.07
H 2.334 -6.061 -1.676 -0.10 0.02 0.05
H 3.734 -6.879 -2.344 -0.15 0.21 -0.21
H 0.860 -7.913 -2.580 0.11 -0.03 0.11
H 2.136 -8.562 -1.536 -0.01 0.12 -0.16
H 2.277 -8.669 -3.308 0.03 0.10 0.13
```
Positions in Å, forces in eV/Å.

Löwdin atomic charge list, values in e, 4 entries: atom 1 (C): -0.0830, atom 2 (C): -0.3454, atom 3 (O): -0.1354, atom 4 (C): -0.1887